(P)
ORCA calculation (ωB97M-V/def2-TZVPD) on a structure of composition C4H4ClNO.

Its spin multiplicity is 1. The value obtained for the frontier orbital gap is 10.610 eV.

Atoms and positions in Å:
C 0.705 -0.483 0.272
C -0.229 -1.041 -0.872
C -0.132 0.699 0.028
C -0.940 1.191 1.130
H 0.459 -0.970 1.168
H -1.161 -1.625 -0.226
H 0.448 -1.596 -1.767
H 0.343 1.838 -0.146
N -1.136 2.124 1.935
O -0.762 0.242 -1.330
Cl 2.406 -0.378 -0.191

(Q)
ORCA calculation (ωB97M-V/def2-TZVPD) on the molecule C4H4ClNO.

Its spin multiplicity is 1. The value obtained for the frontier orbital gap is 8.649 eV. Its SMILES is CO/C(C#N)=C/Cl.

Atoms and positions in Å:
C -0.543 0.222 -1.703
O 0.513 -0.617 -0.739
C 0.376 -0.395 0.588
C 0.720 -1.507 1.411
N 0.702 -2.756 1.658
C 0.155 0.905 1.094
Cl 0.107 1.076 2.719
H -0.160 -0.242 -2.770
H -1.720 0.155 -1.192
H -0.287 1.435 -1.493
H 0.137 1.723 0.427

Best to worst by energy: (P), (Q).

(P)
ORCA calculation (ωB97M-V/def2-TZVPD) on a cluster of 9 separate species, C5H27NO9 in total.

Its spin multiplicity is 1. The value obtained for the frontier orbital gap is 10.480 eV. Its SMILES is CC[C@@H](C)NC=O.O.O.O.O.O.O.O.O.

Atoms and positions in Å:
C -1.408 -1.013 -3.550
C -0.191 -1.177 -2.722
C -0.364 -1.072 -1.155
C -1.807 -1.619 -0.710
N 0.692 -1.672 -0.315
C 0.888 -1.018 0.832
O 0.026 -0.292 1.213
H -1.296 -0.436 -4.513
H -1.903 -1.981 -3.742
H -2.020 -0.262 -2.997
H 0.255 -2.192 -2.829
H 0.581 -0.533 -3.049
H -0.172 -0.033 -1.080
H -1.892 -2.698 -0.932
H -2.349 -0.996 -1.360
H -2.101 -1.380 0.333
H 1.272 -2.390 -0.689
H 1.739 -1.350 1.503
O 3.916 1.097 -0.630
H 3.521 1.170 0.252
H 3.101 0.844 -1.100
O 1.870 0.494 3.445
H 1.092 -0.110 3.169
H 1.824 0.497 4.407
O 1.224 2.059 -2.213
H 0.333 2.135 -2.109
H 1.592 2.956 -2.122
O -1.486 -2.118 2.196
H -0.577 -2.283 1.995
H -1.688 -1.340 1.779
O -1.106 3.667 1.750
H -0.359 3.152 1.904
H -1.663 3.118 1.061
O -2.989 1.778 2.782
H -2.283 2.482 2.637
H -2.845 1.540 3.725
O -1.806 1.341 -0.052
H -1.042 0.871 0.546
H -2.348 1.595 0.555
O 3.802 -1.322 0.674
H 4.023 -0.606 1.281
H 3.948 -0.904 -0.172

(Q)
ORCA calculation (ωB97M-V/def2-TZVPD) on a cluster of 9 separate species, C5H27NO9 in total.

Its spin multiplicity is 1. The value obtained for the frontier orbital gap is 8.665 eV. Its SMILES is CCNCCC=O.O.O.O.O.O.O.O.O.

Atoms and positions in Å:
C -2.504 1.946 1.417
C -1.200 2.317 0.681
N -1.026 1.248 -0.387
C -0.003 1.732 -1.330
C 1.403 1.384 -0.842
C 1.956 2.610 -0.093
O 1.476 3.697 0.013
H -2.831 1.002 1.209
H -2.211 1.997 2.470
H -3.393 2.608 1.058
H -0.455 2.322 1.437
H -1.315 3.272 0.253
H -0.973 0.294 -0.059
H -0.081 2.774 -1.409
H -0.115 1.236 -2.311
H 1.398 0.576 -0.146
H 1.899 1.301 -1.845
H 2.936 2.360 0.330
O 0.598 -1.136 -1.501
H -0.223 -0.632 -1.130
H 0.249 -1.682 -2.181
O 3.365 -1.659 -1.534
H 3.432 -2.596 -1.536
H 2.590 -1.246 -1.978
O -1.237 -3.178 -2.261
H -1.087 -3.888 -1.607
H -2.183 -2.934 -2.013
O -2.632 0.216 -2.338
H -3.390 0.647 -1.869
H -2.608 0.670 -3.228
O 0.599 -2.420 0.786
H 0.411 -3.354 0.622
H 1.087 -2.085 -0.025
O -0.885 -0.377 4.472
H -0.037 -0.863 4.245
H -0.485 0.517 4.439
O -2.779 -2.328 -0.021
H -3.625 -2.031 0.065
H -2.033 -2.008 0.443
O 3.513 -1.006 2.820
H 2.908 -0.366 3.163
H 3.263 -1.037 1.834

Best to worst by energy: (P), (Q).

(P)
ORCA calculation (ωB97M-V/def2-TZVPD) on the molecule C4H8NO2.

Its spin multiplicity is 2. The value obtained for the frontier orbital gap (spin up / spin down) is 10.288 / 6.354 eV.

Atoms and positions in Å:
O 2.112 -2.537 -1.035
C 1.111 -2.122 -0.330
O 0.237 -2.789 0.157
C 1.225 -0.588 -0.160
C -0.166 0.023 -0.315
C -0.453 1.251 0.506
N -1.881 1.497 0.679
H 1.883 -0.238 -0.951
H 1.700 -0.431 0.807
H -0.920 -0.750 -0.150
H -0.299 0.238 -1.373
H 0.009 1.153 1.488
H 0.036 2.151 0.134
H -2.429 0.762 0.256
H -2.164 2.382 0.288

(Q)
ORCA calculation (ωB97M-V/def2-TZVPD) on the molecule C4H8NO2.

Its spin multiplicity is 2. The value obtained for the frontier orbital gap (spin up / spin down) is 9.671 / 5.596 eV.

Atoms and positions in Å:
O 0.572 -1.696 1.114
C 0.013 -0.874 0.404
N -0.206 -0.960 -0.923
C -0.367 -0.162 -2.556
O 0.404 0.730 -2.933
C -0.492 0.447 1.067
C 0.699 0.971 1.903
H 0.257 -1.804 -1.265
H -1.432 0.047 -2.344
H -0.364 -1.196 -2.951
H -0.822 1.015 0.209
H -1.348 0.328 1.719
H 1.078 1.963 1.672
H 1.582 0.334 1.930
H 0.425 0.857 2.953

Best to worst by energy: (P), (Q).

(P)
ORCA calculation (ωB97M-V/def2-TZVPD) on a cluster of 2 separate species, C6H12N2S in total.

Its spin multiplicity is 1. The value obtained for the frontier orbital gap is 9.062 eV. Its SMILES is Cc1c[nH]cn1.CSC.

Atoms and positions in Å:
C -2.100 1.974 1.128
C -1.902 0.518 1.393
C -2.620 -0.651 1.371
N -1.721 -1.658 1.562
C -0.455 -1.132 1.623
N -0.574 0.167 1.500
H -3.109 2.288 1.436
H -1.849 2.309 0.129
H -1.559 2.620 1.829
H -3.664 -0.862 1.539
H -1.943 -2.633 1.552
H 0.464 -1.684 1.670
C 2.920 0.302 -0.576
S 2.070 -0.469 -2.057
C 1.242 1.003 -2.770
H 2.657 -0.069 0.409
H 3.932 -0.063 -0.750
H 2.772 1.358 -0.723
H 0.222 0.957 -2.397
H 1.300 0.974 -3.852
H 1.659 1.933 -2.388

(Q)
ORCA calculation (ωB97M-V/def2-TZVPD) on a cluster of 2 separate species, C6H12N2S in total.

Its spin multiplicity is 1. The value obtained for the frontier orbital gap (spin up / spin down) is 7.441 / 7.441 eV.

Atoms and positions in Å:
C -0.150 1.668 -0.373
C 0.854 0.911 -0.098
C -1.268 2.302 -0.557
C 0.937 -0.042 1.031
C -2.380 1.956 -1.525
C 2.131 -0.782 1.503
N -0.136 -1.711 2.848
N 0.343 -2.235 -1.605
S -0.481 -0.634 1.783
H 0.849 -1.606 -1.089
H 1.816 0.948 -0.539
H -1.423 3.297 -0.098
H -2.775 1.028 -1.184
H -3.141 2.779 -1.561
H -2.041 1.707 -2.446
H 2.316 -1.738 0.930
H 1.977 -1.046 2.489
H 3.031 -0.141 1.634
H -1.041 -1.989 3.315
H 1.065 -2.645 -2.206
H -0.483 -2.027 -2.251

Best to worst by energy: (P), (Q).

(P)
ORCA calculation (ωB97M-V/def2-TZVPD) on the molecule C20H26N2O2.

Its spin multiplicity is 1. The value obtained for the frontier orbital gap is 9.046 eV. Its SMILES is Cc1cccc(OCCC(=O)NC[C@@H](c2ccccc2)N(C)C)c1.

Atoms and positions in Å:
C 3.165 -2.073 5.602
C 3.071 -1.984 4.108
C 4.204 -2.068 3.314
C 4.096 -1.968 1.936
C 2.866 -1.782 1.343
C 1.718 -1.693 2.130
O 0.547 -1.545 1.441
C -0.631 -1.194 2.123
C -0.609 0.247 2.660
C -0.441 1.227 1.508
O 0.606 1.783 1.257
N -1.578 1.438 0.805
C -1.566 2.097 -0.479
C -2.029 1.135 -1.588
C -1.811 1.699 -2.977
C -0.606 2.273 -3.366
C -0.421 2.711 -4.666
C -1.435 2.584 -5.599
C -2.640 2.016 -5.223
C -2.823 1.578 -3.924
N -1.444 -0.192 -1.382
C -0.008 -0.278 -1.559
C -2.118 -1.219 -2.147
C 1.830 -1.797 3.509
H 2.372 -2.701 6.004
H 4.125 -2.482 5.907
H 3.062 -1.081 6.043
H 5.172 -2.209 3.772
H 4.981 -2.033 1.321
H 2.763 -1.698 0.273
H -1.415 -1.301 1.367
H -0.836 -1.896 2.943
H -1.538 0.444 3.196
H 0.237 0.376 3.336
H -2.378 0.854 0.993
H -0.546 2.450 -0.634
H -2.233 2.967 -0.465
H -3.111 0.989 -1.452
H 0.200 2.385 -2.657
H 0.522 3.155 -4.950
H -1.288 2.926 -6.613
H -3.439 1.913 -5.943
H -3.768 1.136 -3.640
H 0.315 -1.253 -1.197
H 0.490 0.477 -0.958
H 0.302 -0.171 -2.609
H -1.972 -1.118 -3.234
H -1.731 -2.189 -1.838
H -3.188 -1.191 -1.937
H 0.960 -1.742 4.147

(Q)
ORCA calculation (ωB97M-V/def2-TZVPD) on the molecule C20H26N2O2.

Its spin multiplicity is 1. The value obtained for the frontier orbital gap is 8.125 eV. Its SMILES is Cc1ccc(OC[C@H](O)CN2CCN(c3ccccc3)CC2)cc1.

Atoms and positions in Å:
C 1.297 -4.996 1.863
C 0.161 -4.088 1.501
C -0.184 -3.887 0.167
C -1.226 -3.056 -0.179
C -1.962 -2.391 0.804
O -2.979 -1.603 0.341
C -3.648 -0.736 1.222
C -2.794 0.483 1.632
O -3.553 1.350 2.447
C -2.334 1.282 0.402
N -0.932 1.642 0.500
C -0.608 2.870 -0.203
C 0.855 3.223 0.084
N 1.757 2.175 -0.340
C 2.256 2.144 -1.635
C 3.243 1.209 -1.977
C 3.808 1.191 -3.235
C 3.422 2.110 -4.198
C 2.462 3.050 -3.872
C 1.884 3.069 -2.616
C 1.404 0.942 0.331
C -0.057 0.573 0.052
C -1.630 -2.592 2.137
C -0.579 -3.432 2.471
H 1.486 -4.975 2.933
H 1.069 -6.021 1.572
H 2.205 -4.697 1.341
H 0.375 -4.390 -0.608
H -1.496 -2.898 -1.212
H -4.005 -1.268 2.115
H -4.520 -0.379 0.666
H -1.901 0.141 2.175
H -3.763 0.912 3.279
H -2.934 2.194 0.382
H -2.542 0.705 -0.513
H -1.256 3.666 0.170
H -0.760 2.768 -1.292
H 1.131 4.169 -0.381
H 0.973 3.328 1.167
H 3.589 0.499 -1.242
H 4.566 0.456 -3.464
H 3.866 2.094 -5.181
H 2.147 3.777 -4.607
H 1.128 3.811 -2.415
H 2.046 0.125 0.009
H 1.535 1.091 1.408
H -0.306 -0.345 0.586
H -0.179 0.383 -1.032
H -2.178 -2.108 2.931
H -0.337 -3.573 3.514

Best to worst by energy: (P), (Q).

(P)
ORCA calculation (ωB97M-V/def2-TZVPD) on a cluster of 2 separate species, C10H15N in total.

Its spin multiplicity is 1. The value obtained for the frontier orbital gap (spin up / spin down) is 7.776 / 6.827 eV.

Atoms and positions in Å:
C 3.492 0.377 0.018
C 3.205 -0.980 -0.283
C 2.245 1.033 0.044
C 1.819 -1.137 -0.247
C -1.512 2.525 -0.287
C -0.576 1.688 -0.648
C -2.540 -0.388 -0.641
C -1.007 -1.739 1.020
C -0.174 0.422 -0.054
C -1.076 -0.787 -0.168
N 1.207 0.094 -0.066
H 4.384 0.821 0.253
H 3.852 -1.781 -0.381
H 1.964 1.956 0.565
H 1.253 -2.045 -0.188
H -2.025 3.225 -0.916
H -2.154 2.267 0.497
H 0.214 1.955 -1.456
H -2.709 -0.904 -1.644
H -2.678 0.675 -0.720
H -3.244 -0.872 0.020
H -1.923 -2.415 0.859
H -1.250 -1.119 2.000
H 0.042 -2.221 1.218
H -0.225 0.578 2.257
H -0.584 -1.228 -1.055

(Q)
ORCA calculation (ωB97M-V/def2-TZVPD) on the molecule C10H15N.

Its spin multiplicity is 1. The value obtained for the frontier orbital gap is 9.288 eV. Its SMILES is CCc1ccccc1N(C)C.

Atoms and positions in Å:
C 2.775 -1.789 -0.419
C 1.653 -0.752 -0.350
C 0.185 -0.957 0.078
C -0.341 -2.137 0.333
C -1.672 -2.140 0.727
C -2.525 -1.018 0.816
C -1.943 0.227 0.547
C -0.565 0.229 0.043
N -0.036 1.528 -0.211
C 0.000 2.395 0.995
C -0.537 2.183 -1.436
H 2.456 -2.809 -0.796
H 3.708 -1.417 -1.125
H 3.162 -2.105 0.690
H 1.911 0.219 0.179
H 1.407 -0.361 -1.357
H 0.233 -3.008 -0.020
H -2.232 -3.007 0.983
H -3.459 -1.055 1.103
H -2.614 1.066 0.580
H -1.035 2.794 1.238
H 0.475 1.815 1.806
H 0.864 3.145 0.878
H -0.163 1.472 -2.217
H -0.105 3.218 -1.601
H -1.603 2.264 -1.464

Best to worst by energy: (Q), (P).